Entry from OMol25: 8 unconnected molecules or ions with the total composition C24H64O24S8 (the ωB97M-V functional and the def2-TZVPD basis).

Largest force on an atom   4.294 eV Å⁻¹
Structure (SMILES)   CCOS(C)(=O)=O.CCOS(C)(=O)=O.CCOS(C)(=O)=O.CCOS(C)(=O)=O.CCOS(C)(=O)=O.CCOS(C)(=O)=O.CCOS(C)(=O)=O.CCOS(C)(=O)=O
E_HOMO   -10.195 eV
LUMO energy   -0.03 eV
Frontier orbital gap   10.16 eV

Each line ends with the Mulliken charge.
CARTESIAN COORDINATES (ANGSTROEM)
O1 -0.43 -13.65 -26.63  -0.60
S1 -0.59 -12.31 -26.07  1.11
O2 -1.33 -12.08 -24.82  -0.63
O3 0.92 -11.59 -25.95  -0.15
C1 1.61 -11.81 -24.69  -0.31
C2 3.07 -12.17 -24.73  -1.32
C3 -1.44 -11.25 -27.33  -0.61
H1 1.23 -12.69 -24.16  0.46
H2 1.36 -10.91 -24.13  0.27
H3 3.78 -11.35 -24.75  0.34
H4 3.46 -12.89 -25.46  0.35
H5 3.42 -12.39 -23.73  0.39
H6 -1.24 -11.71 -28.30  0.05
H7 -1.16 -10.20 -27.21  0.24
H8 -2.47 -11.36 -27.01  0.47
O4 -7.34 -14.28 -36.82  -0.56
S2 -6.77 -15.39 -35.99  1.10
O5 -7.52 -16.25 -35.04  -0.58
O6 -5.98 -16.59 -36.99  -0.39
C4 -4.96 -16.23 -37.93  -0.28
C5 -3.57 -16.64 -37.42  -0.50
C6 -5.30 -14.91 -34.99  -0.95
H9 -5.03 -15.17 -38.15  0.23
H10 -5.12 -16.69 -38.91  0.35
H11 -2.78 -16.20 -38.03  0.19
H12 -3.51 -17.73 -37.32  0.36
H13 -3.38 -16.29 -36.41  -0.06
H14 -4.89 -14.13 -35.63  0.24
H15 -4.69 -15.72 -34.58  0.34
H16 -5.71 -14.15 -34.32  0.54
O7 2.33 -16.70 -30.45  -0.64
S3 3.13 -17.65 -31.19  1.16
O8 3.29 -17.53 -32.66  -0.51
O9 4.60 -17.72 -30.52  -0.20
C7 4.71 -17.89 -29.09  -0.16
C8 6.16 -17.74 -28.51  -1.34
C9 2.48 -19.38 -30.83  -1.18
H17 4.45 -18.94 -28.97  0.33
H18 4.13 -17.14 -28.55  0.28
H19 6.36 -17.86 -27.45  0.36
H20 6.57 -16.79 -28.86  0.33
H21 6.96 -18.36 -28.89  0.36
H22 3.07 -20.25 -31.14  0.37
H23 1.40 -19.41 -30.99  0.35
H24 2.37 -19.42 -29.75  0.50
O10 -0.41 -16.76 -32.26  -0.60
S4 -0.53 -15.88 -33.46  0.89
O11 -1.38 -16.28 -34.58  -0.53
O12 -0.92 -14.35 -33.04  -0.12
C10 -1.39 -14.11 -31.76  -0.49
C11 -1.57 -12.57 -31.84  -0.61
C12 1.19 -15.50 -33.98  -0.33
H25 -0.57 -14.38 -31.09  0.38
H26 -2.27 -14.71 -31.55  0.37
H27 -2.38 -12.31 -32.52  0.11
H28 -0.59 -12.13 -32.05  0.20
H29 -1.85 -12.07 -30.91  0.27
H30 1.08 -14.75 -34.76  0.14
H31 1.55 -16.43 -34.41  0.04
H32 1.82 -15.14 -33.16  0.26
O13 0.47 -10.69 -30.13  -0.57
S5 0.01 -9.33 -29.77  1.11
O14 -1.38 -9.09 -29.49  -0.54
O15 0.90 -8.76 -28.48  -0.24
C13 2.25 -9.02 -28.22  -0.33
C14 2.51 -9.10 -26.69  -1.00
C15 0.58 -8.09 -31.06  -0.74
H33 2.82 -8.21 -28.68  0.32
H34 2.50 -9.95 -28.73  0.35
H35 2.96 -8.18 -26.31  0.40
H36 3.05 -10.01 -26.46  0.21
H37 1.60 -9.26 -26.11  0.22
H38 -0.06 -8.33 -31.90  0.10
H39 1.60 -8.30 -31.38  0.34
H40 0.36 -7.11 -30.63  0.35
O16 6.66 -20.43 -32.87  -0.53
S6 6.47 -21.36 -33.95  1.09
O17 6.67 -22.83 -33.74  -0.59
O18 4.89 -21.08 -34.66  -0.37
C16 4.66 -19.75 -35.20  -0.19
C17 3.20 -19.62 -35.18  -1.15
C18 7.46 -20.76 -35.41  -0.86
H41 5.11 -19.74 -36.19  0.32
H42 5.19 -18.97 -34.66  0.47
H43 2.77 -20.26 -35.95  0.41
H44 2.85 -18.61 -35.38  0.20
H45 2.86 -19.94 -34.20  0.22
H46 7.13 -19.80 -35.81  0.30
H47 7.24 -21.48 -36.20  0.33
H48 8.46 -20.71 -34.97  0.36
O19 -1.69 -9.05 -33.55  -0.59
S7 -2.76 -9.36 -34.49  1.05
O20 -2.89 -10.64 -35.11  -0.41
O21 -4.23 -8.96 -33.73  -0.40
C19 -4.49 -9.69 -32.48  -0.25
C20 -4.02 -9.03 -31.29  -0.67
C21 -2.71 -8.21 -35.82  -1.09
H49 -4.42 -10.78 -32.48  0.20
H50 -5.57 -9.58 -32.43  0.35
H51 -4.59 -9.33 -30.40  0.39
H52 -4.34 -8.01 -31.52  0.33
H53 -2.95 -9.13 -31.12  -0.03
H54 -1.70 -8.24 -36.24  0.34
H55 -2.91 -7.28 -35.30  0.40
H56 -3.53 -8.42 -36.51  0.34
O22 -3.25 -13.46 -37.40  -0.50
S8 -1.90 -13.04 -37.84  1.06
O23 -1.21 -13.98 -38.70  -0.69
O24 -1.82 -11.48 -38.50  -0.22
C22 -1.03 -11.16 -39.63  -0.14
C23 -0.65 -9.69 -39.52  -1.18
C24 -0.88 -12.90 -36.23  -0.68
H57 -1.57 -11.19 -40.58  0.27
H58 -0.07 -11.67 -39.69  0.29
H59 -1.59 -9.16 -39.38  0.28
H60 -0.27 -9.35 -40.49  0.40
H61 0.10 -9.52 -38.76  0.29
H62 -1.01 -11.89 -35.82  0.24
H63 0.16 -13.05 -36.53  0.41
H64 -1.29 -13.74 -35.68  0.16

=====

Entry from OMol25: a gas-phase ion, C6H11N2O (charge +1) (the ωB97M-V functional and the def2-TZVPD basis).

Largest force on an atom   4.671 eV Å⁻¹
Structure (SMILES)   C/C(=C/CC#[N+][O-])C[NH3+]
E_HOMO   -12.136 eV
LUMO energy   -3.79 eV
Frontier orbital gap   8.35 eV
Total charge   +1

Each line ends with the Mulliken charge.
CARTESIAN COORDINATES (ANGSTROEM)
C1 1.22 1.80 0.81  -0.72
C2 0.12 1.52 -0.29  -0.48
C3 1.88 0.56 0.35  0.15
C4 -0.13 0.21 -0.34  0.90
C5 -0.90 -0.15 -1.59  -1.98
C6 -0.19 -0.81 0.74  -1.05
N1 2.49 -0.40 0.11  0.48
N2 -1.56 -1.38 0.77  -0.05
O1 2.82 -1.43 -0.44  -0.65
H1 1.88 2.60 0.74  0.38
H2 0.88 1.91 1.81  0.28
H3 -0.30 2.32 -1.00  0.38
H4 -2.01 0.07 -1.53  0.48
H5 -0.74 -1.20 -2.02  0.38
H6 -0.55 0.60 -2.31  0.49
H7 0.07 -0.34 1.60  0.49
H8 0.42 -1.63 0.45  0.52
H9 -1.84 -1.07 -0.14  0.21
H10 -2.24 -0.84 1.28  0.39
H11 -1.32 -2.35 1.01  0.39